ORCA calculation (wB97M-V/def2-TZVPD) on a gas-phase ion, C4H13N2 (charge +1) at a distorted geometry.

Each atom is followed by the atoms it is bonded to, with distances in Å.
Atoms and positions in Å:
1 N 1.922 -0.939 -0.483  C6 1.531, H8 1.019, H16 1.026, H17 1.021
2 N -1.144 1.794 -0.368  C3 1.458, H9 1.017, H18 1.012
3 C -0.462 1.294 0.819  N2 1.458, C4 1.527, H15 1.099, H19 1.096
4 C -0.721 -0.191 1.067  C3 1.527, C5 1.521, H10 1.073, H11 1.102
5 C -0.548 -1.060 -0.169  C4 1.521, C6 1.527, H13 1.086, H14 1.091
6 C 0.565 -0.589 -1.102  N1 1.531, C5 1.527, H7 1.082, H12 1.071
7 H 0.431 -1.073 -2.060  C6 1.082
8 H 2.689 -0.480 -0.972  N1 1.019
9 H -1.949 1.219 -0.600  N2 1.017
10 H -1.692 -0.270 1.518  C4 1.073
11 H -0.050 -0.491 1.889  C4 1.102
12 H 0.568 0.476 -1.219  C6 1.071
13 H -1.445 -1.062 -0.780  C5 1.086
14 H -0.327 -2.072 0.174  C5 1.091
15 H 0.617 1.483 0.725  C3 1.099
16 H 1.862 -0.609 0.486  N1 1.026
17 H 2.032 -1.954 -0.466  N1 1.021
18 H -1.596 2.680 -0.178  N2 1.012
19 H -0.750 1.845 1.721  C3 1.096

As for the structure (SMILES): NCCCC[NH3+]. For the energy above the lowest of the compared OMol25 structures with the same formula, charge and spin, the calculation gives 25.4 kcal per mole. Its LUMO energy is -3.637 eV. As for the net charge: +1.